1.
{
  "formula": "C25H34CuNOSi",
  "method": "wB97M-V/def2-TZVPD",
  "gap_ev": [5.42, 6.10],
  "spin_multiplicity": 2,
  "homo_ev": [-2.59, -3.26],
  "total_charge": -1,
  "elements": ["H", "H", "H", "H", "C", "H", "H", "H", "H", "C", "H", "H", "H", "H", "H", "C", "H", "C", "C", "H", "C", "H", "C", "C", "H", "H", "H", "H", "H", "C", "H", "C", "H", "C", "H", "C", "C", "C", "C", "C", "C", "H", "H", "Si", "H", "H", "C", "H", "C", "C", "C", "H", "C", "H", "H", "H", "H", "N", "C", "C", "O", "Cu", "C"],
  "coordinates": [[-2.35118, -4.00286, -3.85194], [3.02537, -3.95700, 0.55867], [-0.01591, -2.03393, 1.76111], [1.73747, -1.24671, 2.69632], [-5.14910, -2.80397, -0.96499], [-2.63668, 1.68565, -2.67225], [-1.47327, -3.29706, -2.49175], [-1.17332, -2.55299, -5.12255], [0.77304, 2.48477, -4.05649], [-0.54845, 1.13766, -3.01200], [2.33023, 1.83284, 0.73504], [2.07335, 0.78549, -1.78069], [-1.42973, -2.46849, -0.44470], [2.62631, 0.16697, 2.11138], [0.16024, 1.17001, -5.08246], [1.44529, 1.90956, 0.10324], [1.90416, -3.69564, -0.78689], [0.53047, 1.40551, -4.07654], [2.14358, -3.38663, 0.23752], [0.16440, 3.43428, 1.13666], [-2.32443, -0.40988, -0.05985], [-3.81303, -0.97338, -4.12900], [-2.15828, -3.06271, -3.32030], [1.28176, 1.23496, -1.17501], [-1.96646, -0.49853, -2.61256], [-1.53766, 3.08273, -0.93945], [-3.41963, -4.07920, -1.17427], [3.75146, -1.27474, -1.77321], [1.45413, 0.84346, -3.88551], [-0.88860, -0.34953, -2.73600], [-6.81037, -1.40991, -1.02220], [-1.43924, -1.52475, 0.10663], [-2.18624, 1.45174, -4.38036], [-1.84240, 1.84720, -3.41288], [4.83949, -1.48477, -0.37178], [-1.06684, -0.01404, 1.83872], [-0.00898, 1.65800, -1.70649], [3.91116, -1.00307, -0.71765], [-3.96466, -3.22430, -1.57760], [0.29766, 2.72373, 0.31206], [-5.87078, -1.72290, -1.49287], [-5.95745, -0.24867, -3.07045], [3.50817, -1.31229, 2.55783], [2.39820, -1.52848, 0.29107], [-0.42084, -0.65776, -1.77004], [1.31064, -3.68930, 0.88073], [2.59261, -0.93020, 2.08520], [4.05231, 0.08640, -0.65240], [-0.64103, -1.27794, 1.27985], [-5.38439, -1.07398, -2.63643], [-4.17750, -1.47963, -3.23451], [-1.67044, 2.92634, -3.52193], [-3.44848, -2.55675, -2.70490], [-0.70706, 0.40166, 2.77689], [-5.51553, -3.32423, -0.06966], [-2.69930, 1.38631, 1.21238], [-3.12391, -0.33705, -0.79484], [-1.44322, -2.13615, -4.24243], [-0.37030, -1.47889, -3.59014], [-2.10085, 0.49174, 1.01566], [0.81845, -1.84397, -3.44018], [0.49519, -0.40259, -0.25370], [-0.58226, 2.56166, -0.79621]]
}

***

2.
{
  "formula": "C25H34F2N2O",
  "method": "wB97M-V/def2-TZVPD",
  "gap_ev": 9.18,
  "homo_ev": -8.59,
  "elements": ["C", "H", "H", "C", "C", "C", "C", "N", "C", "H", "H", "C", "H", "H", "F", "C", "C", "C", "C", "H", "H", "C", "H", "H", "H", "C", "H", "H", "C", "H", "H", "N", "H", "C", "C", "C", "H", "H", "H", "H", "H", "H", "H", "C", "F", "O", "H", "C", "C", "C", "H", "H", "C", "H", "H", "H", "H", "C", "C", "C", "H", "H", "H", "H"],
  "coordinates": [[4.89003, 0.23416, -1.48203], [-5.54859, -0.42594, 2.37711], [5.78793, 0.05400, 1.84171], [-0.10813, -1.21754, -0.23744], [4.17857, 2.19142, 1.36140], [-7.30061, 1.66856, 0.51386], [-7.26831, -0.72066, 0.29702], [2.31512, -0.74883, -0.18417], [-5.45147, 0.36872, 1.63184], [3.53884, -2.14643, -1.14945], [-8.84516, -1.57438, -0.89054], [-8.98929, 0.54495, -0.77654], [5.03003, -1.35676, -0.02335], [1.19194, -1.43642, 1.47515], [-10.09306, 0.59089, -1.54168], [3.39139, -0.04877, 0.52999], [5.65495, 2.45548, -0.63035], [4.79493, -0.28827, -0.04894], [5.57376, 1.93274, 0.80275], [-0.19371, -0.53996, -1.09360], [-2.72880, -0.75869, -1.05265], [1.49484, -2.64298, -1.48205], [-1.31912, -1.83183, 1.43688], [2.71849, -2.77831, 0.29612], [5.88650, 0.02750, -1.88082], [-3.86333, -1.26140, 0.71333], [3.96856, 3.26367, 1.36423], [3.40736, -0.38230, 1.58784], [-2.65891, -1.42658, -0.19222], [-6.89498, 2.59367, 0.89368], [1.43226, -2.00663, -2.36673], [-4.30665, 0.01568, 0.81602], [2.48309, 1.44795, -1.54218], [3.14276, 1.47181, 0.49957], [-8.40198, -0.67586, -0.49208], [2.61021, -2.11557, -0.58338], [-3.93191, 0.72383, 0.20598], [0.89051, 0.23768, 0.97883], [4.11759, 1.83581, 2.39314], [2.15077, 1.69764, 0.90092], [-5.25583, 1.31973, 2.13277], [4.15759, -0.26707, -2.11550], [2.98414, 3.04721, -0.96457], [3.21890, 1.98043, -0.93806], [-9.00132, 2.90500, -0.54480], [-4.36067, -2.17384, 1.33779], [6.32092, 2.44106, 1.42302], [-1.38417, -1.12796, 0.60460], [0.15721, -2.62847, -0.75496], [-6.71107, 0.44733, 0.80693], [-6.80477, -1.66767, 0.52616], [0.18709, -3.32336, 0.08773], [5.83307, 0.42976, 0.81638], [1.74155, -3.65603, -1.80501], [6.65666, 2.28452, -1.03182], [-2.64423, -2.45824, -0.54086], [4.67831, 2.11079, -2.52123], [4.61930, 1.73586, -1.49299], [1.09084, -0.76472, 0.60052], [-8.43816, 1.71500, -0.27194], [-0.63404, -2.95022, -1.43317], [6.83227, 0.21910, 0.42778], [5.46835, 3.53193, -0.64369], [-1.45840, -0.12222, 1.02777]]
}

***

So what do the calculations give for electronic energy? Going down the list: -3032.93315 -1357.57180 Ha.